105
Properties=species:S:1:pos:R:3:forces:R:3 method="wB97M-V/def2-TZVPD" multiplicity=2 e_tot_ha=-6108.9986 de_lowest_kcal_mol=78.0 homo_lumo_gap_ha="0.2038 / 0.1774" fmax_ha_per_bohr=0.065 homo_ev="-12.0713 / -12.0702" charge=+2
Pd 1.089 0.537 0.068 -2.553 1.681 1.302
C 5.680 -0.868 -0.216 -0.048 -0.134 -0.073
N 5.464 0.570 -0.242 -0.069 0.105 0.086
C 6.616 1.444 -0.067 -0.001 0.142 0.015
C 4.212 1.045 -0.428 0.141 -0.121 -0.285
N 3.184 0.342 -0.776 0.063 -0.516 -0.058
N 4.075 2.416 -0.239 0.013 0.061 0.158
C 2.941 3.164 -0.449 -0.014 0.162 -0.048
N 3.146 4.503 -0.422 0.083 -0.114 -0.039
N 1.785 2.622 -0.628 -0.192 -0.585 0.462
H 6.584 -1.081 0.349 0.020 0.028 -0.025
H 5.787 -1.282 -1.223 0.015 -0.001 0.021
H 4.851 -1.361 0.291 0.004 0.025 0.021
H 7.524 0.856 -0.161 -0.023 -0.027 -0.007
H 6.627 1.915 0.921 0.028 -0.015 -0.006
H 6.657 2.213 -0.842 0.019 -0.027 -0.014
H 3.415 -0.626 -0.957 0.225 0.010 0.072
H 4.902 2.926 0.018 0.002 -0.029 0.074
H 4.068 4.904 -0.426 0.009 -0.012 -0.107
H 2.376 5.126 -0.593 -0.036 -0.042 0.063
H 1.065 3.305 -0.829 0.125 0.009 0.159
C 1.472 0.800 4.371 -0.154 -0.109 -0.061
C 0.579 -0.171 4.799 0.062 0.053 0.103
C -0.247 -0.813 3.892 0.052 0.098 0.006
C -0.169 -0.509 2.534 -0.050 0.028 -0.075
C 0.726 0.483 2.129 0.180 -0.061 -1.199
C 1.531 1.144 3.023 0.351 0.348 -0.446
C -0.855 -1.250 1.485 -0.210 0.075 -0.234
C -1.586 -2.437 1.676 -0.201 -0.047 0.107
C -2.083 -3.108 0.599 0.031 0.044 -0.064
C -1.814 -2.650 -0.711 0.177 0.383 0.067
C -2.227 -3.320 -1.881 -0.056 -0.053 -0.031
C -1.849 -2.864 -3.115 -0.084 -0.143 0.024
C -1.021 -1.733 -3.232 0.080 0.091 0.086
C -0.637 -1.036 -2.118 0.134 -0.115 0.150
C -1.048 -1.466 -0.840 -0.193 -0.217 -0.250
N -0.680 -0.758 0.265 1.626 -0.119 -0.185
H 2.129 1.288 5.078 -0.028 0.066 0.000
H 0.546 -0.442 5.845 -0.059 0.010 0.002
H -0.930 -1.573 4.247 -0.001 -0.045 -0.057
H 2.216 1.915 2.688 0.021 -0.039 0.000
H -1.745 -2.813 2.675 0.019 0.003 0.017
H -2.661 -4.015 0.727 0.018 -0.023 0.060
H -2.841 -4.206 -1.780 -0.017 -0.010 -0.019
H -2.165 -3.387 -4.007 -0.005 -0.013 -0.003
H -0.678 -1.428 -4.211 -0.010 0.059 -0.001
H 0.039 -0.189 -2.185 -0.152 0.020 -0.138
S 4.421 -6.993 -0.718 -0.461 0.286 0.077
C 3.417 -5.767 -0.277 1.111 -0.446 -0.297
S 4.034 -4.239 0.278 -0.909 -0.069 -0.012
C 2.369 -3.618 0.360 1.626 0.766 0.477
N 1.490 -4.527 0.002 -0.847 -0.682 -0.200
N 2.036 -5.692 -0.331 -0.154 0.592 0.342
C 1.137 -6.722 -0.744 -0.331 -0.313 -0.223
C -0.051 -6.322 -1.357 0.156 0.078 -0.024
C -0.938 -7.279 -1.810 -0.015 0.020 -0.003
C -0.652 -8.629 -1.659 -0.004 -0.044 -0.004
C 0.513 -9.020 -1.019 -0.052 0.050 0.014
C 1.406 -8.073 -0.545 0.076 0.189 0.100
S 2.075 -2.068 0.927 0.217 -1.121 -0.039
H -0.252 -5.267 -1.481 -0.006 -0.024 -0.053
H -1.854 -6.970 -2.294 -0.010 -0.003 -0.029
H -1.339 -9.374 -2.036 -0.015 -0.007 0.013
H 0.733 -10.068 -0.874 -0.015 -0.013 0.010
H 2.284 -8.390 -0.011 0.098 -0.009 0.007
C -4.229 3.026 1.496 0.481 -0.111 -0.328
Si -2.818 1.874 2.011 0.547 -0.254 0.265
C -3.630 0.198 2.353 0.245 0.236 -0.061
C -1.849 2.563 3.493 -0.402 -0.210 -0.125
Ge -1.186 1.917 0.112 -2.672 1.945 -0.360
Si -1.062 4.621 -0.125 1.271 -0.753 0.571
C -0.284 4.965 -1.837 -0.127 -0.063 0.299
C 0.174 4.918 1.301 -0.097 0.399 -0.419
C -2.486 5.846 0.084 -0.119 -0.530 0.004
Si -2.884 1.987 -1.950 1.115 -1.182 0.293
C -3.934 0.450 -1.613 0.034 0.268 -0.385
C -4.035 3.454 -2.237 0.404 0.058 0.510
C -1.646 1.874 -3.391 -0.464 -0.031 -0.050
H -4.917 3.130 2.337 0.067 -0.056 0.115
H -4.795 2.607 0.663 -0.037 -0.034 0.019
H -3.895 4.022 1.212 -0.038 0.004 0.039
H -4.592 0.368 2.840 -0.015 0.048 0.029
H -3.032 -0.428 3.012 0.004 -0.002 0.040
H -3.819 -0.355 1.432 -0.019 0.012 -0.029
H -2.129 2.055 4.418 -0.058 0.022 0.022
H -2.048 3.627 3.628 -0.005 0.031 -0.021
H -0.778 2.431 3.358 0.011 0.014 -0.012
H 0.199 4.107 -2.307 -0.040 0.023 -0.080
H 0.450 5.772 -1.763 -0.033 0.084 -0.017
H -1.056 5.309 -2.527 -0.026 0.002 -0.021
H 0.776 4.037 1.522 0.014 -0.003 -0.035
H -0.375 5.182 2.206 -0.029 -0.040 0.031
H 0.845 5.756 1.088 0.006 0.063 0.107
H -3.390 5.561 -0.451 -0.006 0.042 -0.030
H -2.161 6.809 -0.319 0.159 -0.040 -0.045
H -2.743 5.998 1.132 0.030 -0.051 0.027
H -4.700 0.666 -0.867 -0.003 0.049 0.038
H -3.342 -0.391 -1.255 0.027 0.030 -0.037
H -4.452 0.138 -2.524 -0.045 -0.028 -0.009
H -4.613 3.725 -1.354 -0.030 -0.003 -0.012
H -4.749 3.171 -3.015 0.077 -0.164 -0.055
H -3.502 4.339 -2.584 0.015 0.010 -0.012
H -0.629 1.693 -3.048 -0.013 0.034 0.004
H -1.643 2.800 -3.968 -0.023 0.033 -0.009
H -1.918 1.066 -4.073 -0.010 0.013 -0.050